# C5H11NO2

A cluster of 3 separate species, C5H11NO2 in total in a non-equilibrium geometry (ωB97M-V/def2-TZVPD, the OMol25 dataset).

Each line ends with the Löwdin charge.
Element x y z (Å)
C 1.1263 -0.5330 1.0505  0.058
C 0.0059 -0.4326 -0.0768  -0.422
C -1.2808 -0.0396 0.5631  0.118
C -1.5401 0.7573 1.7171  -0.294
O -0.8745 0.7826 2.7526  0.101
N -0.0977 -1.5749 -0.8973  0.137
C -0.1541 -1.2448 -2.2466  -0.080
O 1.6825 1.7851 -0.2864  -0.084
H 0.8756 0.0617 1.9092  0.070
H 1.9586 0.0329 0.5984  0.083
H 1.5531 -1.5301 1.1716  0.113
H 0.4243 0.4452 -0.5804  0.072
H -0.6229 1.6371 0.3775  0.372
H -2.1907 -0.6414 0.3418  0.172
H -2.5300 1.2531 1.6830  0.154
H -1.0457 -0.5034 -2.4505  0.163
H -0.3755 -2.0703 -2.9026  0.090
H 0.7319 -0.6659 -2.5645  0.133
H 2.3539 2.4810 -0.1598  0.044

Force components x, y, z for each atom (eV/Å):
1.5 0.1 -0.4
0.3 -0.4 0.4
1.1 -1.1 -1.5
0.0 1.1 3.7
-0.6 0.1 -1.2
-0.5 0.6 0.8
-1.5 1.1 -1.2
-1.2 0.1 0.4
-0.2 -0.6 0.6
-0.2 0.1 -0.3
-0.9 -0.2 0.5
0.0 0.0 -0.8
0.1 -0.6 -0.5
0.4 0.8 -0.8
0.2 0.0 -0.1
1.3 -0.8 0.6
0.4 -0.5 0.0
-0.1 0.0 0.0
-0.2 0.0 -0.1

DFT total energy in eV: -10928.5770
⟨S²⟩: 1.27
Total charge: +1
Multiplicity: 2
Energy above the lowest of the compared OMol25 structures with the same formula, charge and spin in eV: 11.8997
E_HOMO (alpha / beta) in eV: -13.87 / -14.21
Orbital gap (alpha / beta) in Eh: 0.173 / 0.198